(1)
{"formula": "C28H38Cl2KN4O9S2Sb", "method": "ωB97M-V/def2-TZVPD", "species": ["K", "C", "N", "C", "C", "O", "C", "O", "C", "C", "O", "N", "C", "C", "H", "H", "H", "H", "H", "H", "H", "H", "H", "H", "H", "H", "H", "H", "H", "H", "Cl", "C", "C", "C", "Cl", "C", "O", "C", "C", "O", "C", "H", "H", "H", "O", "S", "N", "O", "C", "N", "S", "O", "O", "C", "C", "C", "C", "C", "C", "H", "H", "H", "H", "C", "C", "Sb", "C", "C", "C", "C", "H", "H", "H", "H", "H", "H", "H", "H", "H", "H", "H", "H", "H", "H", "H"], "positions_angstrom": [[-0.1631, 0.2056, -0.3962], [-0.1587, 4.4102, 2.7330], [0.4727, 4.1292, 1.4572], [0.2371, 5.0656, 0.3684], [0.7064, 2.8369, 1.0816], [0.8096, 2.5223, -0.0834], [0.8780, 1.8329, 2.2236], [1.3026, 0.6001, 1.6876], [1.1915, -0.4584, 2.5994], [1.5994, -1.7492, 1.8949], [1.8990, -1.7782, 0.7138], [1.6035, -2.8484, 2.6954], [1.0509, -2.8283, 4.0418], [1.8712, -4.1377, 2.0894], [-0.2248, 5.4912, 2.8514], [0.4354, 4.0244, 3.5630], [-1.1673, 3.9871, 2.7869], [-0.7796, 4.9654, -0.0263], [0.9461, 4.8675, -0.4334], [0.3844, 6.0782, 0.7471], [-0.0826, 1.7162, 2.7390], [1.6199, 2.2218, 2.9349], [0.1582, -0.5586, 2.9556], [1.8293, -0.2888, 3.4797], [1.6616, -2.2213, 4.7152], [1.0566, -3.8490, 4.4207], [0.0223, -2.4665, 4.0537], [2.3428, -3.9789, 1.1241], [0.9457, -4.7013, 1.9374], [2.5381, -4.7181, 2.7306], [-3.7670, -4.4088, -5.8125], [-3.2375, -3.4854, -4.4013], [-4.1148, -3.3327, -3.3125], [-3.7150, -2.6237, -2.2214], [-4.8228, -2.4249, -0.8928], [-2.4056, -1.9759, -2.1058], [-2.1062, -1.3167, -1.0950], [-1.5498, -2.1995, -3.2459], [-0.1606, -1.7313, -3.3092], [0.4810, -1.1655, -2.4515], [-1.9926, -2.9313, -4.3582], [-5.1025, -3.7739, -3.3416], [0.3342, -1.9621, -4.2790], [-1.3172, -3.0630, -5.1977], [2.9902, 3.9269, -2.0193], [2.0205, 3.3528, -3.0013], [2.3883, 2.2907, -3.9352], [-2.2492, 2.3310, 1.0258], [-2.7459, 1.2465, 1.3379], [-2.0088, 0.2526, 1.9010], [-2.7027, -1.1840, 2.1282], [-4.1706, -0.6648, 2.9029], [-1.9686, -1.8182, 3.2294], [-4.8796, 0.1259, 2.0390], [-6.2625, 0.0132, 2.0072], [-6.9921, 0.7815, 1.1138], [-6.3500, 1.6679, 0.2534], [-4.9721, 1.7978, 0.3161], [-4.2281, 1.0356, 1.2046], [-6.7410, -0.6965, 2.6699], [-8.0698, 0.6745, 1.0775], [-6.9215, 2.2514, -0.4569], [-4.4391, 2.4978, -0.3145], [5.3091, -1.0458, 0.9591], [4.6509, 0.2780, 0.5735], [3.5500, 0.3315, -1.3322], [3.9173, -1.7138, -1.9755], [3.9957, -1.7857, -3.5029], [5.2112, 1.1711, -2.4380], [6.5713, 0.5315, -2.1801], [5.7924, -0.9978, 1.9434], [6.0753, -1.3341, 0.2358], [4.5737, -1.8531, 0.9890], [5.3928, 1.0789, 0.5189], [3.9146, 0.5736, 1.3238], [3.0528, -2.2700, -1.6104], [4.8087, -2.1371, -1.5087], [3.1451, -1.2756, -3.9626], [3.9982, -2.8200, -3.8652], [4.8972, -1.3002, -3.8818], [5.1906, 2.2357, -2.1969], [4.9081, 1.1117, -3.4840], [6.9050, 0.7002, -1.1535], [7.3486, 0.9327, -2.8424], [6.5450, -0.5517, -2.3327]], "forces_ev_per_angstrom": [[-0.1, -0.2, -0.4], [0.0, 0.0, 0.0], [0.0, -0.1, 0.1], [-0.1, 0.0, 0.0], [0.0, 0.1, 0.1], [0.2, 0.0, 0.1], [-0.1, 0.0, 0.0], [0.1, 0.2, 0.2], [-0.1, 0.0, 0.1], [0.0, 0.2, 0.2], [-0.1, 0.0, 0.1], [0.0, -0.1, -0.1], [0.0, 0.0, 0.0], [0.0, 0.0, 0.0], [0.0, 0.0, 0.0], [0.0, 0.0, 0.0], [0.0, 0.0, 0.0], [0.0, 0.0, 0.0], [0.0, 0.0, 0.0], [0.0, 0.0, 0.0], [0.0, 0.0, 0.0], [0.0, 0.0, 0.0], [0.0, 0.0, 0.0], [0.1, 0.0, 0.0], [0.0, 0.0, 0.0], [0.0, 0.0, 0.0], [0.0, 0.0, 0.0], [0.0, 0.0, 0.0], [0.0, 0.0, 0.0], [0.0, 0.0, 0.0], [0.0, 0.1, 0.2], [-0.2, -0.1, 0.0], [0.0, -0.1, -0.2], [0.2, 0.2, -0.1], [0.1, 0.0, 0.0], [-0.3, -0.3, 0.0], [0.0, 0.1, 0.0], [0.2, 0.0, -0.1], [-0.3, -0.2, -0.1], [0.0, -0.1, -0.1], [0.2, 0.0, -0.1], [0.0, 0.0, 0.0], [0.0, 0.0, 0.0], [0.0, 0.0, 0.0], [0.1, 0.1, 0.1], [-0.1, 0.2, -0.1], [0.1, -0.1, -0.1], [0.0, 0.0, -0.2], [0.3, -0.4, 0.5], [-0.2, 0.2, -0.2], [0.1, 0.0, 0.1], [-0.1, 0.1, -0.1], [-0.1, 0.1, 0.0], [0.1, -0.1, 0.1], [-0.1, 0.0, 0.0], [0.0, 0.0, 0.0], [0.0, 0.0, 0.0], [0.0, 0.0, 0.0], [0.0, 0.1, 0.0], [0.0, 0.0, 0.0], [0.0, 0.0, 0.0], [0.0, 0.0, 0.0], [0.0, 0.0, 0.0], [0.0, 0.1, 0.0], [0.0, -0.1, 0.0], [0.0, 0.1, 0.1], [0.0, 0.0, -0.1], [-0.1, 0.0, 0.1], [0.0, -0.1, 0.0], [0.0, 0.0, -0.1], [0.0, 0.0, 0.0], [0.0, 0.0, 0.0], [0.0, 0.0, 0.0], [0.0, 0.0, 0.0], [0.0, 0.0, 0.0], [0.0, 0.0, 0.0], [0.0, 0.0, 0.0], [0.0, 0.0, 0.0], [0.0, 0.0, 0.0], [0.0, 0.0, 0.0], [0.0, 0.0, 0.0], [0.0, 0.0, 0.0], [0.0, 0.0, 0.0], [0.0, 0.0, 0.0], [0.0, 0.0, 0.0]], "orbital_gap_ev": 5.6, "homo_energy_ev": -1.792, "energy_ev": -123620.716, "de_lowest_kcal_mol": 10.4, "total_charge": -2}

(2)
{"formula": "H3NO3P", "method": "ωB97M-V/def2-TZVPD", "species": ["N", "O", "O", "O", "P", "H", "H", "H"], "positions_angstrom": [[0.8572, 0.7078, -0.1886], [2.1389, -0.0521, -0.1458], [-0.4751, -1.6367, -0.2057], [-1.6999, 0.6175, -0.4004], [-0.3883, -0.1697, 0.1943], [-0.7566, -0.0599, 1.7083], [1.6588, -0.8539, -0.1174], [-1.3350, 1.4471, -0.8446]], "forces_ev_per_angstrom": [[0.7, 1.7, -0.4], [-0.8, 1.4, 0.2], [0.6, 1.4, 0.8], [1.2, 1.9, -0.6], [-2.1, -2.0, 1.4], [0.4, -0.3, -1.8], [0.6, -2.6, -0.2], [-0.6, -1.5, 0.7]], "orbital_gap_ev": 7.7, "smiles": "[O-][P@H](O)=NO", "homo_energy_ev": -3.340, "energy_ev": -16970.361, "de_lowest_kcal_mol": 100.6, "total_charge": -1}

(3)
{"formula": "C31H31N2", "method": "ωB97M-V/def2-TZVPD", "species": ["C", "C", "C", "N", "C", "C", "C", "C", "C", "C", "C", "H", "H", "H", "H", "H", "H", "H", "H", "H", "H", "H", "H", "H", "C", "N", "C", "C", "C", "C", "C", "C", "C", "C", "C", "C", "C", "C", "C", "C", "C", "C", "C", "C", "C", "C", "H", "H", "H", "H", "H", "H", "H", "H", "H", "H", "H", "H", "H", "H", "H", "H", "H", "H"], "positions_angstrom": [[0.1750, 2.2162, 3.1689], [0.0791, 0.7623, 2.7500], [0.9074, -0.1338, 3.6410], [-0.5870, 0.3939, 1.7217], [-1.4621, -0.8036, 1.7512], [-2.8671, -0.5292, 1.2672], [-3.1270, -0.3567, -0.0965], [-4.4306, -0.0902, -0.5296], [-5.4813, -0.0337, 0.3952], [-5.2198, -0.2139, 1.7603], [-3.9140, -0.4621, 2.1923], [1.2188, 2.5513, 3.1372], [-0.4237, 2.8402, 2.5005], [-0.1822, 2.3328, 4.2035], [1.8909, 0.3235, 3.8027], [0.4195, -0.2741, 4.6182], [1.0583, -1.1101, 3.1694], [-1.0175, -1.5336, 1.0642], [-1.5251, -1.2620, 2.7548], [-2.3010, -0.4354, -0.8095], [-4.6203, 0.0665, -1.5919], [-6.5012, 0.1525, 0.0529], [-6.0300, -0.1630, 2.4889], [-3.6833, -0.6066, 3.2509], [-0.6795, -4.6283, -3.6121], [0.2588, -3.5348, -3.7280], [0.9135, -3.4053, -5.0153], [0.2683, -2.5006, -2.8158], [0.3863, -2.7676, -1.4285], [0.7277, -1.7389, -0.5661], [0.6692, -0.3923, -0.9989], [1.1052, 0.6896, -0.1541], [0.6758, 2.0630, -0.2940], [1.6524, 2.9081, 0.3353], [1.4667, 4.2818, 0.3968], [0.2901, 4.8192, -0.1418], [-0.6782, 3.9909, -0.7349], [-0.4879, 2.6081, -0.8269], [2.7003, 2.0513, 0.8783], [2.3683, 0.6893, 0.5631], [3.2411, -0.3389, 0.9093], [4.3813, -0.0206, 1.6533], [4.6779, 1.3082, 1.9980], [3.8404, 2.3586, 1.6044], [0.2964, -0.1307, -2.3399], [0.2113, -1.1599, -3.2586], [-0.9631, -4.7655, -2.5633], [-1.5920, -4.4358, -4.2051], [-0.2149, -5.5459, -4.0015], [1.8940, -2.9223, -4.8961], [1.0566, -4.4112, -5.4264], [0.3183, -2.8104, -5.7268], [0.3281, -3.7967, -1.0715], [1.0225, -1.9625, 0.4614], [2.2343, 4.8988, 0.8636], [0.1202, 5.8954, -0.0970], [-1.5930, 4.4278, -1.1367], [-1.2328, 1.9509, -1.2746], [3.0300, -1.3595, 0.5960], [5.0531, -0.8232, 1.9639], [5.5789, 1.5252, 2.5755], [4.0505, 3.4012, 1.8425], [0.1717, 0.8996, -2.6709], [0.0764, -0.9471, -4.3199]], "forces_ev_per_angstrom": [[0.3, 0.1, -1.0], [0.6, 0.0, 0.3], [-0.7, -0.6, 0.2], [-2.0, 0.9, 1.1], [1.4, -0.8, -0.4], [-0.1, 0.3, 0.1], [-0.3, 0.1, 0.2], [0.2, -0.1, 0.2], [0.3, 0.0, 0.2], [0.1, 0.0, -0.2], [0.1, 0.1, -0.3], [-0.1, 0.1, 0.2], [0.0, 0.0, 0.2], [0.1, -0.2, -0.3], [-0.2, 0.0, 0.0], [0.3, 0.0, -0.2], [-0.1, 0.1, 0.2], [-0.3, -0.2, 0.2], [0.3, 0.2, -0.3], [-0.3, 0.1, 0.1], [0.0, -0.1, 0.3], [0.3, 0.0, 0.1], [0.2, 0.0, -0.2], [-0.2, 0.1, -0.3], [-0.1, -0.4, 0.1], [0.2, 0.1, 0.4], [-0.2, 0.6, -0.2], [-0.1, -0.2, -0.5], [0.2, 0.3, 0.4], [-0.1, -0.5, -0.4], [0.0, 0.3, 0.6], [0.0, -0.6, -1.9], [0.6, 1.4, 0.5], [-1.4, 0.2, -0.6], [0.3, -0.6, 0.0], [-0.3, -0.3, -0.2], [0.2, 0.2, 0.0], [0.2, -0.1, 0.2], [0.4, -1.2, 0.3], [0.6, 0.8, 1.0], [-0.2, 0.2, 0.0], [0.2, 0.2, 0.1], [0.0, -0.5, 0.0], [-0.5, 0.0, -0.4], [0.1, 0.0, -0.2], [0.2, 0.2, 0.3], [0.0, -0.1, -0.3], [0.2, 0.0, 0.2], [-0.2, 0.2, 0.3], [-0.3, -0.2, 0.0], [0.0, 0.3, 0.1], [0.1, -0.2, 0.0], [0.2, 0.3, -0.1], [-0.3, 0.0, -0.3], [-0.3, 0.0, -0.1], [0.0, -0.3, 0.0], [0.3, -0.1, 0.1], [0.0, 0.3, 0.2], [0.2, 0.2, 0.2], [-0.2, 0.3, -0.1], [-0.3, -0.1, -0.2], [0.2, -0.3, 0.0], [0.2, -0.3, 0.0], [0.0, 0.0, 0.4]], "orbital_gap_ev": 5.7, "homo_energy_ev": -10.860, "energy_ev": -35622.770, "total_charge": 1}